1.
{"formula": "C38H53Cl48FO3", "method": "wB97M-V/def2-TZVPD", "total_energy_ev": -650200.105, "homo_ha": -0.3538, "symbols": ["H", "Cl", "H", "H", "C", "C", "H", "H", "H", "H", "H", "F", "H", "Cl", "H", "Cl", "H", "H", "H", "Cl", "Cl", "Cl", "Cl", "Cl", "C", "Cl", "Cl", "Cl", "Cl", "H", "Cl", "H", "C", "Cl", "Cl", "C", "Cl", "H", "Cl", "H", "H", "C", "H", "Cl", "Cl", "Cl", "C", "H", "C", "C", "H", "C", "H", "Cl", "C", "C", "Cl", "Cl", "C", "Cl", "Cl", "C", "Cl", "Cl", "Cl", "C", "C", "H", "Cl", "C", "C", "C", "H", "Cl", "Cl", "H", "C", "C", "C", "H", "Cl", "Cl", "H", "H", "H", "O", "H", "C", "C", "H", "C", "C", "H", "H", "Cl", "H", "C", "Cl", "Cl", "Cl", "C", "C", "Cl", "Cl", "C", "H", "C", "O", "O", "Cl", "C", "H", "H", "Cl", "C", "H", "Cl", "Cl", "H", "Cl", "C", "Cl", "H", "C", "Cl", "Cl", "H", "H", "H", "H", "H", "Cl", "C", "H", "H", "H", "H", "H", "H", "C", "H", "H", "C"], "coordinates": [[-2.5357, -2.0025, 4.0362], [-2.5632, -12.8824, -13.7983], [-4.0666, -11.7568, -12.4092], [1.0163, -2.3451, 3.3122], [-6.3709, -7.7290, -15.6420], [9.9432, -2.2469, -0.1104], [2.3487, -0.7161, 3.9198], [1.6444, -3.4603, 1.4750], [10.9723, -2.0236, 0.1375], [-2.8821, 2.8194, 3.5154], [4.8799, 8.0837, 5.3892], [-0.6887, 0.4793, 0.6969], [-6.4355, 5.9499, -2.0306], [-4.0114, -10.4247, -14.3331], [-8.8409, -1.4220, 3.1521], [-7.7322, -2.4624, 4.9310], [0.0585, 5.8887, 2.0741], [2.2914, 4.7580, 1.4695], [1.9295, 1.0266, 1.4667], [-3.0155, -11.8083, -9.5370], [5.6303, 2.9314, 3.6571], [8.9280, -0.9235, 0.4647], [-4.3834, -1.3326, -15.8628], [9.0144, 5.9746, 4.2664], [2.1830, -0.6319, 2.8410], [-4.5686, 6.0710, -0.6257], [-0.2591, -12.7053, -9.3850], [9.8123, -2.3922, -1.8658], [-3.7708, -7.8170, -7.6240], [0.1034, 4.9738, 0.5334], [-0.9727, 7.9575, 8.2254], [-4.1973, 3.8997, 3.0524], [-2.4225, -1.0171, 4.4926], [4.1074, 2.1724, 6.7911], [-6.5826, -1.2111, 2.5781], [-7.9376, -1.2081, 3.7076], [4.4997, -1.7996, 0.5085], [-3.8773, 1.2927, 4.9588], [6.2248, -3.2702, -1.3057], [1.0076, 2.4234, 4.4919], [-3.0830, -0.3189, 2.4936], [-1.7655, -12.4907, -8.4942], [0.1480, -3.4117, -0.3636], [-7.9727, -7.0187, -15.8655], [-1.0316, -8.7719, -7.5112], [-1.3932, -5.0209, -5.6572], [-1.1497, -4.5679, -3.9692], [-0.8876, -2.5246, 0.8171], [-4.7465, 1.8305, 3.0969], [1.7497, 4.2169, 3.4916], [2.5615, 4.8817, 3.7663], [0.1123, -1.3324, -0.6455], [0.0591, -1.1442, 2.4840], [-5.4637, -12.9010, -13.8983], [0.1398, 4.8956, 1.6261], [-2.0946, 3.8346, 0.9845], [-5.4900, -6.8873, -14.3690], [9.5031, -3.7626, 0.6767], [1.8430, 0.8282, 2.5458], [-8.1183, 0.3761, 4.4632], [-2.9416, -3.8000, -15.3449], [1.4877, 6.6702, 5.9805], [-5.8401, -3.8123, -15.4432], [-2.3018, -14.0178, -7.7946], [3.7837, 0.8343, 9.3474], [0.5527, -1.3423, -2.0636], [4.8260, -3.3656, -0.2390], [0.7992, 1.0569, 2.7837], [-2.2133, -3.2394, -3.5182], [0.0683, 0.7683, -1.6049], [1.9622, 2.8295, 4.1399], [-0.5209, 9.6562, 8.4097], [0.8531, 4.6533, 4.0010], [1.2229, 9.8666, 8.2421], [-7.3365, 5.5777, 0.0972], [-4.9894, 0.0421, 4.2760], [-0.2042, -0.0630, -0.3934], [2.7594, 1.8440, 3.2784], [-3.7103, 2.9480, 2.8150], [1.4281, 3.2199, 1.5224], [-3.0757, -10.0272, -5.8776], [-1.4086, -5.9600, -2.9117], [-1.3813, -0.8385, 4.7641], [-5.0387, 1.3314, 2.1662], [3.3277, 2.4063, 2.5381], [-0.0067, 1.9493, -1.6834], [3.4957, 1.2896, 3.8653], [-2.9302, 0.0686, 3.5055], [8.3435, 5.7167, 2.6481], [-2.5002, 4.8454, 0.8540], [-4.1915, 0.7520, 4.0571], [-4.0299, -11.9651, -13.4705], [-3.0311, 1.8523, 1.0800], [8.8591, 6.3717, 1.9588], [5.1981, 9.9889, 6.7128], [-0.8051, 9.9721, 9.4047], [-3.2477, 2.8884, 1.3611], [7.1488, 8.5550, 5.0952], [1.6793, 8.1898, 5.1093], [-5.4604, -7.7003, -17.1522], [5.6699, 8.4218, 6.0498], [1.4791, 4.2154, 1.9684], [6.6277, 6.1155, 2.5990], [6.2515, 0.1067, 3.9148], [1.0412, -1.6226, 2.4893], [3.9640, -3.6473, -0.8310], [0.0522, -2.5219, 0.2637], [0.4678, -0.0732, -2.6171], [0.9048, -2.2918, -2.6887], [-5.9308, 3.7038, -1.6150], [6.6814, 1.6302, 3.1290], [2.5470, 2.9950, 5.0471], [-4.1110, 3.1870, 0.7527], [6.6114, 1.4736, 1.3730], [-4.4100, -2.8789, -15.0117], [-4.4465, -2.6770, -13.9494], [3.1448, 3.6552, 9.0982], [5.8462, 7.2399, 7.3494], [-1.4742, 4.3535, 2.9787], [2.9893, 5.7420, 5.9370], [1.2867, -2.4650, 1.2068], [-1.3853, 10.6570, 7.2453], [-0.1264, -4.2344, -3.8483], [-6.1097, 5.3989, -1.1584], [5.0696, -4.5978, 1.0014], [0.1171, 5.7466, 5.3097], [-1.5867, -11.7912, -7.6873], [-3.0356, -0.9808, 5.3952], [7.6964, 1.8792, 3.4069], [1.2699, 6.8958, 7.0159], [-5.6562, 2.2240, 3.5589], [8.6042, 4.0444, 2.1148], [-2.5197, -8.5130, -6.5944], [2.0876, -1.9706, 0.6468], [3.0945, -0.8911, 2.2964], [-2.1712, 0.8550, 3.4389], [5.2145, 2.6041, 8.8059], [-6.4965, -8.7616, -15.3421], [-0.5511, 2.9782, 2.2516], [-1.0146, 3.9540, 2.0710], [-1.6100, 3.4692, 0.0753], [-2.3099, -7.8142, -5.7942], [4.1961, 2.3498, 8.5435]], "forces_ev_per_a": [[0.17, -0.06, 0.24], [0.01, 0.01, 0.03], [0.00, 0.00, -0.01], [-0.28, 0.09, -0.02], [0.02, 0.07, -0.03], [-0.17, 0.00, -0.03], [0.31, 0.01, -0.11], [-0.13, -0.02, -0.10], [0.00, 0.01, -0.02], [0.02, 0.14, -0.08], [-0.03, -0.02, 0.05], [-0.05, 0.09, -0.07], [0.00, 0.00, 0.01], [0.01, 0.06, 0.02], [0.01, 0.00, 0.00], [-0.02, 0.00, -0.02], [0.02, 0.00, -0.10], [-0.03, -0.18, -0.09], [-0.09, -0.22, 0.02], [-0.05, 0.08, 0.03], [0.38, 0.28, 0.26], [0.03, -0.01, 0.06], [0.00, 0.01, 0.03], [0.05, -0.20, -0.26], [-0.94, 0.24, 0.05], [-0.05, 0.01, -0.05], [0.00, 0.04, 0.02], [0.07, -0.03, -0.01], [0.04, 0.02, 0.05], [-0.11, 0.31, 0.09], [-0.01, 0.00, 0.03], [0.32, 0.14, -0.20], [-0.33, 0.32, -0.63], [0.16, -0.05, 0.19], [-0.14, -0.13, -0.15], [0.07, 0.02, 0.06], [0.55, 0.01, -0.23], [-0.25, -0.34, 0.22], [-0.04, 0.00, -0.02], [0.06, -0.20, -0.25], [-0.07, -0.06, 0.08], [0.06, -0.08, -0.05], [-0.35, 0.00, 0.07], [0.00, -0.02, 0.01], [0.00, 0.01, 0.04], [0.01, 0.00, -0.05], [0.03, -0.01, 0.03], [0.03, -0.13, -0.05], [0.30, -0.45, 0.46], [-1.41, -0.89, -0.28], [0.17, -0.10, -0.46], [-0.67, 0.43, 0.63], [0.13, 0.16, -0.10], [-0.01, 0.01, 0.04], [0.13, -1.06, -0.22], [0.09, -0.23, 0.93], [0.05, -0.32, 0.14], [0.04, 0.01, 0.01], [0.29, 0.46, -0.42], [-0.02, 0.00, -0.02], [0.00, -0.01, 0.04], [-0.13, -0.14, -0.28], [-0.05, 0.27, -0.07], [-0.01, 0.03, 0.03], [0.03, 0.01, 0.00], [-0.13, -0.55, 0.12], [0.12, 0.00, 0.01], [0.04, -0.23, 0.14], [-0.05, 0.04, 0.01], [-0.19, 0.64, 0.71], [0.85, 0.61, 0.26], [0.02, 0.05, -0.08], [1.77, -1.22, -1.65], [0.00, -0.03, 0.08], [-0.01, 0.01, -0.02], [0.23, -0.06, 0.27], [0.24, -0.48, -0.73], [-0.78, -0.54, -0.42], [-0.73, -0.54, 0.09], [0.21, -0.02, 0.13], [0.00, -0.03, 0.05], [0.03, 0.00, 0.00], [-0.03, -0.23, 0.01], [-0.07, 0.18, -0.02], [0.00, -0.05, 0.05], [-0.01, -0.03, -0.41], [-0.16, 0.01, 0.09], [-0.01, 0.16, 0.81], [-0.04, -0.13, 0.20], [0.11, -0.17, -0.35], [0.27, 0.76, -0.84], [-0.01, -0.05, -0.07], [0.19, 0.06, 0.15], [0.03, -0.03, 0.00], [-0.04, 0.01, -0.04], [0.00, -0.02, 0.00], [-0.18, 0.63, -0.20], [-0.17, 0.19, 0.22], [0.00, 0.00, -0.05], [0.00, -0.03, 0.02], [0.00, 0.03, -0.01], [0.11, 1.01, 0.15], [0.03, 0.05, -0.08], [0.02, 0.00, -0.03], [0.73, -0.79, 0.22], [-0.01, 0.02, 0.01], [0.99, -0.08, -0.37], [0.13, -0.15, 0.33], [0.15, 0.06, -0.26], [-0.01, 0.02, -0.04], [-0.12, -0.13, 0.03], [-0.26, 0.12, 0.05], [0.04, -0.24, -0.06], [-0.06, -0.16, -0.09], [-0.01, -0.02, -0.10], [0.01, 0.01, -0.01], [0.03, 0.01, 0.01], [0.10, 0.01, -0.06], [0.12, -0.31, 0.12], [0.06, 0.17, 0.47], [-0.37, 0.91, -0.01], [0.00, 0.00, 0.02], [-0.02, 0.03, 0.01], [0.03, -0.04, 0.08], [-0.05, -0.01, -0.01], [-0.95, 1.65, 2.05], [-0.02, 0.02, -0.02], [0.15, -0.14, 0.05], [0.00, -0.04, 0.01], [-0.07, -0.02, -0.01], [0.02, 0.10, -0.18], [0.20, 0.37, -0.05], [-0.04, -0.02, -0.12], [-0.22, -0.35, 0.05], [-0.09, -0.08, 0.47], [0.03, -0.14, -0.26], [-0.01, 0.00, 0.00], [0.00, 0.01, 0.00], [-0.36, -0.06, 0.30], [0.24, 0.66, -0.57], [-0.18, 0.31, -0.15], [0.02, -0.01, -0.01], [-0.07, -0.04, -0.03]]}


2.
{"formula": "H4O2Rb", "method": "wB97M-V/def2-TZVPD", "de_lowest_kj_mol": 343.25, "total_charge": 1, "total_energy_ev": -4807.026, "homo_ha": -0.6073, "symbols": ["Rb", "H", "H", "O", "O", "H", "H"], "coordinates": [[17.6203, 6.6416, 8.3408], [18.2013, 7.8891, 5.8564], [17.8033, 6.4367, 6.0111], [18.6113, 5.6301, 9.9512], [17.6643, 7.3043, 6.3909], [18.3080, 6.2341, 10.6291], [19.2738, 5.0937, 10.3866]], "forces_ev_per_a": [[-3.44, 0.23, 3.69], [-0.01, 0.41, -0.76], [-0.02, -0.24, -0.94], [2.52, -2.39, 3.48], [0.59, 2.33, -6.61], [0.04, 0.02, 0.75], [0.32, -0.38, 0.40]]}


3.
{"formula": "C6H10N2O2S", "method": "wB97M-V/def2-TZVPD", "de_lowest_kj_mol": 768.36, "smiles": "C=CC[C@@H]1[C@H](C)N1SON=O", "total_energy_ev": -24287.845, "homo_ha": -0.3312, "symbols": ["H", "O", "N", "H", "S", "C", "C", "C", "H", "H", "C", "H", "C", "H", "H", "H", "N", "C", "H", "O", "H"], "coordinates": [[1.8572, -3.6072, -0.4891], [-5.6910, -0.4855, -1.5513], [-1.9285, 0.2628, 0.7942], [0.1410, 2.5969, -0.4020], [-3.4095, -0.3505, 1.3321], [0.4275, -0.4971, 0.4498], [0.7209, -2.0236, 0.3886], [-1.4353, 1.1636, -0.2230], [1.0546, 0.2421, -0.0534], [-1.6409, 3.3289, 0.1767], [1.6717, -2.4709, -0.4227], [0.4333, -0.3437, 1.4678], [-0.9474, -0.2317, -0.1485], [-0.3764, 2.3035, 1.2154], [2.3843, -2.0345, -1.1252], [-0.0172, -2.7387, 0.7946], [-5.3997, -0.2517, -0.4288], [-0.7975, 2.4697, 0.2493], [-2.2249, 1.4967, -0.9026], [-4.2043, -0.8345, -0.0534], [-1.2251, -0.8560, -0.8663]], "forces_ev_per_a": [[-0.62, 1.62, 0.25], [0.85, -0.18, 1.49], [-1.14, -0.85, 0.93], [-1.57, 0.66, 0.56], [1.34, 0.95, -0.34], [-0.89, -1.79, -1.74], [0.49, 1.61, -2.13], [-2.24, 2.15, 0.46], [0.92, -0.87, 0.04], [2.51, -1.87, 0.29], [0.71, -3.56, -0.24], [-0.26, 1.24, 2.30], [1.48, 2.45, 3.68], [-0.11, 0.37, 1.02], [-0.42, 0.99, 0.67], [0.63, 0.68, 0.28], [-1.26, 1.12, -0.76], [0.17, 0.27, -1.74], [0.30, -1.04, -0.68], [0.54, -1.30, -1.30], [-1.42, -2.63, -3.06]]}


4.
{"formula": "C2HBr2N3", "method": "wB97M-V/def2-TZVPD", "de_lowest_kj_mol": 274.03, "total_energy_ev": -146641.576, "homo_ha": -0.3838, "symbols": ["N", "Br", "N", "C", "N", "C", "H", "Br"], "coordinates": [[-0.3552, 0.4011, 1.6622], [1.3875, -2.0106, -0.9099], [0.6542, -0.2209, 1.2631], [0.6317, -0.5012, -0.1068], [-1.3036, 0.7009, 0.7266], [-0.9919, 0.1484, -0.3830], [-1.3980, 0.3447, -1.3209], [1.3753, 1.1375, -0.9313]], "forces_ev_per_a": [[1.34, -0.52, 1.83], [-0.18, -0.34, 0.45], [0.27, -0.54, 0.92], [-3.59, 2.78, -1.47], [-0.75, -0.65, -2.44], [3.08, -0.91, 2.45], [-0.79, 0.04, -1.39], [0.61, 0.14, -0.34]]}


Number 1: largest force on an atom 2.8 eV/A. Number 2: largest force on an atom 7.0 eV/A. Number 3: largest force on an atom 4.7 eV/A. Number 4: largest force on an atom 4.8 eV/A.